# 1
{
  "formula": "C6H37NO13",
  "method": "ωB97M-V with the def2-TZVPD basis set",
  "relative_energy_kj_mol": 636.2,
  "spin_multiplicity": 2,
  "s_squared": 0.7688,
  "orbital_gap_ev": [9.2, 4.0],
  "lumo_ha": [-0.13417, -0.32716],
  "charge": 1,
  "total_energy_ev": -34917.552,
  "species": ["C", "C", "C", "N", "C", "C", "C", "O", "H", "H", "H", "H", "H", "H", "H", "H", "H", "H", "H", "H", "H", "H", "H", "O", "H", "H", "O", "H", "H", "O", "H", "H", "O", "H", "H", "O", "H", "H", "O", "H", "H", "O", "H", "H", "O", "H", "H", "O", "H", "H", "O", "H", "H", "O", "H", "H", "O"],
  "positions_angstrom": [[-0.89, -0.56, -0.98], [-0.91, 0.94, -1.13], [0.18, -0.90, 0.03], [1.09, -1.94, -0.09], [0.58, -3.04, -1.08], [1.54, -2.91, -2.21], [1.57, -2.53, 1.20], [0.30, -0.22, 1.01], [-1.89, -0.95, -0.58], [-1.02, -1.16, -1.89], [-1.84, 1.32, -1.47], [-0.18, 1.20, -1.84], [-0.79, 1.47, -0.25], [0.57, -4.10, -0.85], [-0.44, -2.87, -1.28], [2.43, -3.27, -1.86], [1.90, -1.96, -2.52], [1.37, -3.34, -3.28], [2.36, -3.22, 0.77], [0.68, -2.97, 1.79], [2.09, -1.75, 1.83], [-2.51, 1.90, -3.35], [-1.58, 2.73, -4.28], [-2.00, 2.68, -3.41], [-2.46, -0.91, 1.89], [-1.42, 0.20, 1.49], [-2.35, 0.08, 1.80], [-3.38, 1.44, 3.38], [-2.18, 2.21, 3.55], [-2.75, 1.73, 4.04], [-1.72, -1.14, 3.63], [-1.65, -2.31, 4.55], [-1.72, -2.10, 3.55], [2.28, 3.37, -2.74], [2.71, 1.95, -2.92], [2.11, 2.52, -3.26], [1.27, 1.44, 3.10], [-0.15, 0.77, 3.23], [0.56, 1.14, 3.70], [3.25, 1.51, -0.84], [2.67, 0.11, -1.30], [2.90, 0.98, -1.51], [3.71, 2.87, 0.82], [2.30, 3.43, 0.18], [3.29, 3.25, 0.03], [2.77, 0.59, 1.99], [3.55, 1.41, 3.01], [2.89, 1.45, 2.32], [-0.02, 3.79, -2.76], [-0.79, 4.47, -1.72], [-0.32, 4.64, -2.43], [-3.54, -1.95, -1.51], [-4.96, -1.55, -1.22], [-4.08, -1.20, -1.24], [-1.58, -2.26, 1.39], [-2.23, -3.50, 0.92], [-1.60, -2.98, 0.61]]
}

***

# 2
{
  "formula": "C3H8O2S",
  "method": "ωB97M-V with the def2-TZVPD basis set",
  "relative_energy_kj_mol": 38.9,
  "smiles": "O=CO.CCS",
  "orbital_gap_ev": 10.4,
  "lumo_ha": 0.02967,
  "charge": 0,
  "total_energy_ev": -18170.842,
  "species": ["O", "C", "O", "H", "H", "C", "C", "S", "H", "H", "H", "H", "H", "H"],
  "positions_angstrom": [[1.65, -1.61, 0.03], [2.34, -0.71, -0.37], [1.88, 0.37, -1.00], [3.43, -0.74, -0.20], [0.92, 0.42, -0.81], [-0.72, 0.32, 1.91], [-1.60, -0.24, 0.78], [-1.61, 0.86, -0.71], [0.34, 0.30, 1.64], [-0.92, 1.39, 1.93], [-0.87, -0.25, 2.82], [-2.64, -0.40, 1.04], [-1.22, -1.21, 0.49], [-1.00, -0.01, -1.51]]
}

***

# 3
{
  "formula": "C3LiO2",
  "method": "ωB97M-V with the def2-TZVPD basis set",
  "spin_multiplicity": 2,
  "s_squared": 0.7552,
  "orbital_gap_ev": [6.3, 5.8],
  "lumo_ha": [-0.03820, -0.03977],
  "charge": 0,
  "total_energy_ev": -7406.644,
  "species": ["C", "C", "O", "C", "O", "Li"],
  "positions_angstrom": [[-2.04, -0.68, 0.29], [-2.71, -1.55, -0.39], [3.11, 0.34, -1.13], [2.39, 0.74, -0.35], [-1.15, 0.08, 0.65], [0.39, 1.07, 0.92]]
}

***

# 4
{
  "formula": "C3H8O2",
  "method": "ωB97M-V with the def2-TZVPD basis set",
  "relative_energy_kj_mol": 357.8,
  "smiles": "OCCCO",
  "orbital_gap_ev": 9.6,
  "lumo_ha": 0.02786,
  "charge": 0,
  "total_energy_ev": -7332.342,
  "species": ["O", "C", "C", "C", "O", "H", "H", "H", "H", "H", "H", "H", "H"],
  "positions_angstrom": [[-0.75, 1.46, 0.19], [-1.12, 0.09, 0.28], [-0.23, -0.68, -0.70], [1.22, -0.81, -0.22], [1.72, 0.58, 0.51], [-1.11, 1.94, 0.94], [-2.19, -0.01, 0.01], [-0.99, -0.29, 1.30], [-0.29, -0.16, -1.67], [-0.67, -1.67, -0.86], [1.23, -1.53, 0.62], [2.12, -0.14, -0.58], [1.06, 1.22, 0.19]]
}